1.
ORCA calculation (ωB97M-V with the def2-TZVPD basis set) on a molecular structure, C30H57Cl9N3O32S7.

HOMO energy in eV: -8.777
Gap between HOMO and LUMO in eV: 10.65
Total energy in eV: -290562.10448
Energy relative to the best compared isomer or geometry (same formula, charge and spin) in kcal/mol: 3.1

```
! wB97M-V def2-TZVPD RIJCOSX def2/J DEFGRID3
* xyz -1 1
Cl -0.16496 -0.65291 1.44337
O -0.66012 0.66993 1.11773
O -1.23574 -1.47501 1.91817
O 0.46627 -1.22717 0.28317
O 0.76707 -0.50644 2.55215
C 3.17228 0.83812 1.35884
C 4.29337 1.83942 1.58475
O 5.14613 1.61108 0.44437
S 5.26591 0.03914 0.12230
O 6.37862 -0.46169 0.83802
O 5.15303 -0.11927 -1.25689
O 3.90254 -0.33653 0.80696
H 2.50528 1.23106 0.60799
H 2.66491 0.43603 2.22620
H 4.80862 1.73601 2.55190
H 3.80934 2.80116 1.46878
C 1.55167 0.34943 5.60961
C 2.25194 -0.57313 6.69134
O 3.70447 -0.32569 6.42567
S 3.98355 -0.02861 4.93729
O 4.35195 -1.17499 4.22050
O 4.76955 1.15549 4.95540
O 2.48401 0.30708 4.52432
H 1.45239 1.39509 6.01573
H 0.60810 0.04783 5.16005
H 2.11996 -1.64704 6.49533
H 2.10886 -0.28944 7.70512
C -2.15421 -5.00756 0.08293
C -2.17102 -3.57345 -0.60580
O -2.70594 -3.72630 -1.97861
S -3.09977 -5.25842 -2.12701
O -2.73676 -5.70845 -3.40758
O -4.45647 -5.41460 -1.66822
O -2.03562 -5.85398 -1.08419
H -3.10171 -5.23660 0.58416
H -1.19172 -5.12630 0.58632
H -1.15323 -3.12317 -0.61325
H -2.72413 -2.83894 -0.04770
C -0.60173 1.25621 -1.67796
C -2.12885 1.26945 -1.62440
O -2.55279 2.51002 -2.25389
S -1.40286 2.93085 -3.32049
O -0.94593 4.23410 -2.95488
O -1.90973 2.71830 -4.64125
O -0.37565 1.84771 -3.02235
H -0.23165 0.26266 -1.70092
H 0.00764 1.83579 -0.97314
H -2.48740 1.14287 -0.58917
H -2.55628 0.54119 -2.32813
C 0.62060 3.21132 2.21475
C -0.72865 3.94635 2.19968
O -1.07482 4.18838 3.60054
S -0.26963 3.25932 4.54837
O -1.19118 2.44989 5.19883
O 0.62066 3.98567 5.36111
O 0.53900 2.40948 3.43482
H 1.53760 3.76654 2.25414
H 0.66550 2.52842 1.37690
H -1.40981 3.24784 1.70396
H -0.75612 4.92799 1.75954
C 0.82441 -3.69421 -3.05518
C 1.70384 -2.76140 -2.03927
O 3.01224 -2.88574 -2.66513
S 3.19786 -4.21401 -3.41350
O 3.34390 -5.25486 -2.49339
O 4.12182 -3.97306 -4.46019
O 1.77304 -4.17380 -4.02227
H 0.08534 -3.23708 -3.61706
H 0.35156 -4.51454 -2.59383
H 1.74985 -3.11933 -1.04200
H 1.38920 -1.69105 -2.04032
C -3.33062 0.69395 2.78440
C -4.20435 1.31992 3.88401
O -5.47269 1.39532 3.28159
S -5.38410 1.69992 1.70239
O -5.57210 3.08567 1.35012
O -6.14663 0.73714 1.02658
O -3.79270 1.51885 1.62095
H -3.44444 -0.40576 2.57191
H -2.26393 0.89011 2.91869
H -3.84242 2.36056 4.09399
H -4.33532 0.68709 4.77518
C -0.77136 -1.03058 -5.40080
Cl -1.52970 -0.58171 -6.91981
Cl -2.00417 -1.53116 -4.19533
H -0.10307 -1.90478 -5.59268
H -0.29751 -0.11908 -5.04676
C 5.15840 0.50071 -4.42312
Cl 5.80202 2.14256 -4.13905
Cl 3.79753 0.67240 -5.59594
H 5.93841 -0.16265 -4.87192
H 4.90834 0.06314 -3.50609
C 0.61344 -3.41198 4.51773
Cl -0.37826 -3.09602 5.99685
Cl 2.20607 -4.01203 4.90331
H 0.06488 -4.13442 3.89060
H 0.76874 -2.44814 4.09169
C 0.58233 3.72501 -6.92382
Cl 1.22677 4.32151 -5.37778
Cl 0.60837 4.77913 -8.43276
H 1.16845 2.84847 -7.25282
H -0.42027 3.35437 -6.73026
C 4.74296 -4.60646 0.60919
C 4.43899 -3.87576 1.98319
C 3.02330 -3.16648 1.87099
C 1.97866 -4.17636 1.74501
N 1.00265 -4.75691 1.48551
H 3.98336 -5.38568 0.44827
H 5.73124 -4.99921 0.61693
H 4.52757 -3.94061 -0.21548
H 5.20029 -3.15002 2.08002
H 4.57610 -4.45102 2.92088
H 3.05046 -2.55400 0.96212
H 2.85635 -2.48645 2.72680
C -7.35607 -1.81618 -2.04410
C -6.22890 -1.51168 -1.14713
C -6.60001 -2.23971 0.22260
C -5.60887 -2.07559 1.26002
N -4.84842 -1.93866 2.08413
H -8.32802 -1.49573 -1.67595
H -7.38105 -2.88502 -2.26941
H -7.26555 -1.24389 -2.98782
H -6.08316 -0.45853 -1.03338
H -5.26350 -1.92510 -1.52959
H -6.78849 -3.23072 -0.06065
H -7.52089 -1.69083 0.50953
C -1.17735 7.27760 -2.37794
C 0.26298 7.65988 -2.17661
C 1.17302 6.43723 -2.24795
C 0.94706 5.48632 -1.21846
N 0.83917 4.78906 -0.33794
H -1.89318 8.17091 -2.31697
H -1.56239 6.58311 -1.61726
H -1.45196 6.79121 -3.31465
H 0.55814 8.16593 -1.22563
H 0.49946 8.26099 -3.03139
H 2.22451 6.84522 -2.20312
H 1.14200 5.91314 -3.14792
*
```

***

2.
ORCA calculation (ωB97M-V with the def2-TZVPD basis set) on C5H5ClO in the gas phase.

HOMO energy in eV: -8.476
Gap between HOMO and LUMO in eV: 9.37
Total energy in eV: -19834.83439
Energy relative to the best compared isomer or geometry (same formula, charge and spin) in kcal/mol: 4.1

```
! wB97M-V def2-TZVPD RIJCOSX def2/J DEFGRID3
* xyz 0 1
C 2.89630 -0.63607 -0.03515
C 1.54658 -0.10216 0.04802
C 1.07889 1.15712 0.01621
O -0.23966 1.28290 -0.03424
C -0.73498 -0.00639 0.01279
Cl -2.39542 -0.31408 -0.00867
C 0.34843 -0.88921 0.04092
H 3.60617 0.18056 -0.28414
H 3.19671 -1.04732 0.99354
H 3.07141 -1.39411 -0.87384
H 1.66530 2.13070 0.08666
H 0.28846 -1.93346 0.00226
*
```

***

3.
ORCA calculation (ωB97M-V with the def2-TZVPD basis set) on C4H5ClO in the gas phase.

HOMO energy in eV: -9.732
Gap between HOMO and LUMO in eV: 9.44
Total energy in eV: -18797.58638
Energy relative to the best compared isomer or geometry (same formula, charge and spin) in kcal/mol: 14.1

```
! wB97M-V def2-TZVPD RIJCOSX def2/J DEFGRID3
* xyz 0 1
C 0.23138 -0.07167 1.74976
C -0.18138 0.19289 0.36657
Cl -1.28929 1.54900 0.20350
C 0.12758 -0.54558 -0.76068
C -0.17270 0.07634 -1.98618
O 0.21499 -0.47136 -3.08932
H 0.98664 -0.81030 1.76720
H 0.68392 0.88911 2.13496
H -0.63013 -0.40383 2.38053
H 0.70976 -1.47702 -0.78904
H -0.68078 1.07241 -1.97730
*
```

***

4.
ORCA calculation (ωB97M-V with the def2-TZVPD basis set) on 2 unconnected molecules or ions with the total composition C6H15B.

HOMO energy in eV: -8.118
Gap between HOMO and LUMO in eV: 8.76
Total energy in eV: -7136.99774
Energy relative to the best compared isomer or geometry (same formula, charge and spin) in kcal/mol: 101.8

```
! wB97M-V def2-TZVPD RIJCOSX def2/J DEFGRID3
* xyz 0 1
B 0.16636 0.13286 0.95078
C -2.76174 0.38565 1.96073
C 1.49094 -0.39975 -2.75265
C 1.56017 -0.06258 1.91366
C 0.75910 0.59779 -0.47803
C -2.11036 -0.06508 0.65303
C 0.78543 -0.65829 -1.37797
H 1.93815 0.93251 2.17303
H -2.31059 1.23791 2.23239
H -2.72168 -0.33569 2.63609
H -3.82580 0.53805 1.62695
H 2.56855 -0.22778 -2.88660
H 0.99539 0.57760 -3.18619
H 1.35475 -1.21332 -3.43871
H 1.42004 -0.76281 2.88448
H 2.19791 -0.69379 1.35578
H 1.71158 1.16060 -0.17592
H 0.19980 1.35114 -1.18231
H -2.19104 -1.16249 0.35317
H -2.11417 0.51679 -0.19324
H -0.24260 -1.00278 -1.36025
H 1.37710 -1.42715 -1.02554
*
```

***

5.
ORCA calculation (ωB97M-V with the def2-TZVPD basis set) on 9 unconnected molecules or ions with the total composition H18O9.

HOMO energy in eV: -9.714
Gap between HOMO and LUMO in eV: 9.95
Total energy in eV: -18717.96509
Energy relative to the best compared isomer or geometry (same formula, charge and spin) in kcal/mol: 96.2

```
! wB97M-V def2-TZVPD RIJCOSX def2/J DEFGRID3
* xyz 0 1
O 0.33555 0.38975 -0.44882
H 0.49401 1.32128 -0.25873
H 0.60397 -0.06329 0.35846
O -2.57633 -2.98269 -1.15532
H -1.87628 -3.37095 -0.61850
H -2.55687 -3.49442 -1.97186
O -1.46154 1.49643 -0.37404
H -2.36670 1.79440 -0.22949
H -0.94304 2.30888 -0.36574
O 2.69364 -2.32633 -0.16606
H 2.20557 -1.92905 -0.89610
H 2.73186 -3.26264 -0.39153
O 5.48826 -0.77733 -0.87702
H 4.60850 -1.16875 -0.91957
H 5.98373 -1.37552 -0.30636
O -4.17122 0.05189 1.65637
H -3.51909 0.76071 1.69243
H -4.34051 -0.06333 0.71453
O -0.41555 -2.47235 1.89277
H -1.14404 -2.01062 2.32300
H -0.84176 -2.98747 1.19852
O 3.97331 3.91273 1.04573
H 3.30333 3.65594 1.68930
H 4.60918 3.18872 1.06759
O -3.39490 2.92458 -1.29335
H -3.75808 2.63185 -2.13680
H -3.66499 3.84759 -1.22941
*
```

***

6.
ORCA calculation (ωB97M-V with the def2-TZVPD basis set) on C5H6O in the gas phase.

HOMO energy in eV: -8.820
Gap between HOMO and LUMO in eV: 9.72
Total energy in eV: -7324.88838
Energy relative to the best compared isomer or geometry (same formula, charge and spin) in kcal/mol: 101.4

```
! wB97M-V def2-TZVPD RIJCOSX def2/J DEFGRID3
* xyz 0 1
C 1.17017 -0.67488 1.50256
C 0.41422 0.38964 0.79115
C 0.50968 1.35479 -0.13743
C -0.72453 0.64204 -0.36995
O -1.24164 0.16623 0.75175
C -1.21349 0.14744 -1.69642
H 2.24300 -0.49660 1.37063
H 0.93768 -0.67694 2.57132
H 0.92689 -1.66038 1.09471
H -0.61572 0.56651 -2.50696
H -1.16746 -0.94579 -1.71963
H -2.26122 0.43836 -1.82690
*
```